# 1
Entry from the OMol25 dataset: 5 unconnected molecules or ions with the total composition C46H85NO10S2 (ωB97M-V with the def2-TZVPD basis set).

Atoms and positions in Å:
1 C 1.31 -5.23 -0.85
2 C 0.22 -5.50 -1.87
3 C -0.88 -4.45 -1.87
4 C -0.62 -3.29 -2.84
5 C 0.15 -2.14 -2.18
6 C 1.37 -1.68 -2.98
7 C 1.11 -0.75 -4.17
8 C 0.08 0.35 -4.04
9 N 0.60 1.55 -3.36
10 C 0.41 1.55 -1.89
11 C 1.68 1.17 -1.13
12 C 2.43 2.41 -0.68
13 C 3.54 2.23 0.38
14 C 3.68 0.86 1.02
15 C 4.34 -0.23 0.15
16 C 5.23 0.27 -0.97
17 C 6.57 0.80 -0.43
18 C 0.20 2.76 -3.93
19 S 1.19 4.04 -3.92
20 S -1.40 2.98 -4.69
21 C -2.55 2.65 -3.32
22 C -3.89 3.17 -3.73
23 C -5.01 3.07 -2.65
24 C -4.57 2.25 -1.47
25 C -4.04 2.81 -0.33
26 C -3.61 1.95 0.67
27 C -3.70 0.59 0.52
28 C -4.23 0.04 -0.62
29 C -4.66 0.88 -1.62
30 C -4.29 -1.43 -0.75
31 O -5.21 -2.00 -1.30
32 C -3.17 -2.12 -0.11
33 C -2.65 -1.60 1.00
34 C -3.23 -0.36 1.56
35 O -3.33 -0.16 2.75
36 H 2.03 -6.03 -0.81
37 H 0.87 -5.09 0.13
38 H 1.88 -4.36 -1.14
39 H -0.22 -6.45 -1.61
40 H 0.66 -5.59 -2.86
41 H -0.94 -4.08 -0.85
42 H -1.84 -4.91 -2.07
43 H 0.01 -3.72 -3.61
44 H -1.54 -2.95 -3.28
45 H -0.51 -1.33 -1.90
46 H 0.55 -2.54 -1.26
47 H 1.80 -2.58 -3.39
48 H 2.10 -1.28 -2.30
49 H 2.05 -0.27 -4.40
50 H 0.84 -1.34 -5.04
51 H -0.85 0.01 -3.60
52 H -0.18 0.64 -5.04
53 H 0.15 2.56 -1.60
54 H -0.43 0.92 -1.61
55 H 1.38 0.52 -0.32
56 H 2.30 0.68 -1.87
57 H 1.75 3.20 -0.36
58 H 2.91 2.80 -1.56
59 H 4.48 2.58 -0.02
60 H 3.32 2.91 1.20
61 H 2.73 0.49 1.37
62 H 4.28 0.97 1.91
63 H 4.96 -0.82 0.80
64 H 3.59 -0.91 -0.22
65 H 5.48 -0.59 -1.57
66 H 4.75 1.00 -1.60
67 H 6.70 0.61 0.62
68 H 6.63 1.87 -0.60
69 H 7.39 0.38 -0.99
70 H -2.53 1.60 -3.10
71 H -2.21 3.22 -2.47
72 H -3.80 4.21 -4.01
73 H -4.27 2.64 -4.60
74 H -5.88 2.59 -3.07
75 H -5.33 4.05 -2.34
76 H -3.96 3.87 -0.26
77 H -3.18 2.37 1.57
78 H -5.08 0.48 -2.53
79 H -2.75 -3.01 -0.55
80 H -1.81 -2.05 1.49
81 C -6.96 6.50 0.75
82 O -7.06 5.70 -0.42
83 C -7.51 4.38 -0.15
84 C -8.98 4.21 -0.47
85 O -9.79 4.98 0.40
86 C -10.26 6.18 -0.18
87 H -6.84 7.54 0.42
88 H -7.85 6.43 1.37
89 H -6.08 6.22 1.33
90 H -7.32 4.10 0.89
91 H -6.90 3.71 -0.77
92 H -9.25 3.16 -0.31
93 H -9.18 4.46 -1.51
94 H -11.06 5.97 -0.90
95 H -9.46 6.73 -0.68
96 H -10.66 6.80 0.62
97 C -6.21 -5.16 5.52
98 O -5.03 -4.40 5.36
99 C -5.11 -3.44 4.32
100 C -5.37 -2.05 4.85
101 O -6.66 -1.95 5.45
102 C -6.63 -2.01 6.86
103 H -6.13 -5.69 6.47
104 H -7.10 -4.53 5.54
105 H -6.30 -5.90 4.72
106 H -5.88 -3.72 3.60
107 H -4.15 -3.44 3.80
108 H -5.35 -1.35 4.01
109 H -4.59 -1.75 5.56
110 H -6.26 -1.06 7.27
111 H -6.00 -2.83 7.22
112 H -7.65 -2.16 7.21
113 C 4.36 -1.86 5.38
114 O 3.71 -1.30 4.25
115 C 3.25 -2.27 3.32
116 C 1.77 -2.51 3.47
117 O 1.45 -3.11 4.71
118 C 0.96 -2.18 5.67
119 H 4.46 -1.07 6.12
120 H 3.79 -2.68 5.81
121 H 5.36 -2.21 5.10
122 H 3.81 -3.21 3.44
123 H 3.45 -1.88 2.32
124 H 1.44 -3.21 2.69
125 H 1.22 -1.57 3.34
126 H -0.07 -1.88 5.43
127 H 1.59 -1.29 5.72
128 H 0.96 -2.67 6.64
129 C 11.15 -0.10 -0.79
130 O 10.43 0.46 -1.87
131 C 11.09 1.57 -2.46
132 C 11.79 1.20 -3.75
133 O 12.86 0.30 -3.52
134 C 12.54 -1.05 -3.82
135 H 10.70 -1.07 -0.57
136 H 12.21 -0.26 -1.05
137 H 11.08 0.53 0.09
138 H 11.80 2.02 -1.76
139 H 10.32 2.32 -2.68
140 H 12.21 2.10 -4.19
141 H 11.07 0.77 -4.46
142 H 12.51 -1.20 -4.90
143 H 11.59 -1.34 -3.38
144 H 13.33 -1.67 -3.40

Its multiplicity is 1. The LUMO energy is -1.11 eV. The HOMO energy is -8.18 eV. The value obtained for the total energy is -92709.4093 eV. Its structure (SMILES) is CCCCCCCCN(CCCCCCCC)C(=S)SCCCc1ccc2c(c1)C(=O)C=CC2=O.COCCOC.COCCOC.COCCOC.COCCOC.

---

# 2
Entry from the OMol25 dataset: 10 unconnected molecules or ions with the total composition C46H89F2N11O10S2 (ωB97M-V with the def2-TZVPD basis set).

Atoms and positions in Å:
1 C 1.32 -2.26 1.42
2 C 1.04 -0.76 1.30
3 N 0.68 -0.52 -0.09
4 C 1.62 -0.55 -1.09
5 C 0.98 -0.43 -2.27
6 N -0.35 -0.27 -1.99
7 C -0.51 -0.28 -0.66
8 C -1.34 -0.08 -3.01
9 H 1.48 -2.54 2.46
10 H 2.14 -2.59 0.78
11 H 0.45 -2.87 1.17
12 H 1.85 -0.08 1.54
13 H 0.17 -0.59 1.93
14 H 2.64 -0.83 -0.82
15 H 1.28 -0.64 -3.29
16 H -1.46 -0.31 -0.14
17 H -2.34 -0.11 -2.58
18 H -1.40 -0.93 -3.70
19 H -1.09 0.75 -3.68
20 C -5.75 1.03 -2.12
21 C -5.21 0.60 -0.77
22 N -5.27 1.71 0.23
23 C -5.39 1.57 1.59
24 C -5.40 2.84 2.09
25 N -5.27 3.73 1.03
26 C -5.16 3.00 -0.08
27 C -5.22 5.21 1.16
28 H -5.64 0.20 -2.83
29 H -5.32 1.91 -2.60
30 H -6.84 1.14 -2.10
31 H -4.16 0.35 -0.90
32 H -5.76 -0.26 -0.38
33 H -5.56 0.62 2.07
34 H -5.68 3.22 3.06
35 H -5.08 3.42 -1.07
36 H -4.88 5.63 0.22
37 H -4.61 5.41 2.03
38 H -6.25 5.51 1.35
39 C -6.50 1.79 -7.58
40 C -5.62 2.42 -6.49
41 N -4.18 2.12 -6.66
42 C -3.56 0.95 -6.23
43 C -2.29 1.03 -6.66
44 N -2.09 2.21 -7.31
45 C -3.27 2.84 -7.32
46 C -0.86 2.65 -7.95
47 H -6.50 0.70 -7.46
48 H -5.98 1.86 -8.53
49 H -7.53 2.11 -7.49
50 H -5.83 2.19 -5.45
51 H -5.65 3.50 -6.59
52 H -4.07 0.29 -5.54
53 H -1.43 0.36 -6.63
54 H -3.35 3.76 -7.87
55 H -1.04 3.61 -8.44
56 H -0.62 1.95 -8.75
57 H -0.06 2.76 -7.22
58 C -0.19 -5.11 -1.85
59 C 0.92 -4.26 -1.22
60 N 2.18 -4.44 -1.95
61 C 2.40 -4.26 -3.30
62 C 3.73 -4.47 -3.53
63 N 4.30 -4.69 -2.30
64 C 3.37 -4.67 -1.36
65 C 5.68 -4.98 -2.00
66 H 0.15 -6.13 -2.05
67 H -0.56 -4.66 -2.77
68 H -0.95 -5.16 -1.08
69 H 1.11 -4.47 -0.17
70 H 0.78 -3.17 -1.15
71 H 1.62 -3.93 -3.97
72 H 4.33 -4.44 -4.42
73 H 3.53 -4.81 -0.31
74 H 5.85 -6.05 -2.08
75 H 6.05 -4.60 -1.05
76 H 6.34 -4.55 -2.76
77 C 7.32 0.99 2.13
78 C 6.26 1.65 2.98
79 C 5.94 3.01 2.41
80 N 4.62 3.66 2.91
81 C 3.45 2.75 2.74
82 C 4.34 4.96 2.19
83 C 3.50 5.79 3.17
84 C 3.77 5.24 4.61
85 C 4.71 4.06 4.38
86 H 8.20 1.63 1.99
87 H 6.97 0.70 1.14
88 H 7.78 0.14 2.63
89 H 6.80 1.79 3.92
90 H 5.32 1.10 3.02
91 H 5.67 2.99 1.35
92 H 6.69 3.76 2.64
93 H 3.53 1.84 3.32
94 H 3.39 2.49 1.68
95 H 2.55 3.31 2.99
96 H 3.90 4.65 1.25
97 H 5.18 5.58 1.89
98 H 2.43 5.69 2.95
99 H 3.73 6.84 3.07
100 H 2.89 4.79 5.07
101 H 4.14 5.97 5.33
102 H 4.58 3.13 4.93
103 H 5.77 4.30 4.52
104 C -0.32 -2.86 5.13
105 C -1.27 -1.87 4.47
106 C -0.87 -0.45 4.95
107 N -1.93 0.63 4.70
108 C -2.25 0.65 3.20
109 C -3.25 0.46 5.50
110 C -3.79 1.90 5.72
111 C -2.69 2.88 5.29
112 C -1.46 2.00 5.04
113 H -0.67 -3.86 4.90
114 H -0.39 -2.78 6.22
115 H 0.74 -2.69 4.93
116 H -2.31 -2.14 4.68
117 H -1.26 -1.97 3.38
118 H -0.10 0.08 4.38
119 H -0.41 -0.53 5.93
120 H -2.57 -0.32 2.84
121 H -1.28 0.86 2.76
122 H -2.95 1.47 3.04
123 H -3.86 -0.18 4.88
124 H -2.87 0.02 6.42
125 H -4.72 1.99 5.16
126 H -3.89 2.03 6.79
127 H -2.99 3.44 4.41
128 H -2.31 3.56 6.04
129 H -0.78 2.41 4.29
130 H -0.91 1.92 5.98
131 N -3.17 -2.09 1.08
132 S -3.23 -3.05 -0.31
133 O -3.96 -2.56 -1.45
134 O -3.16 -4.47 -0.24
135 F -1.70 -2.70 -0.71
136 S -4.41 -2.70 1.73
137 O -4.19 -3.81 2.60
138 O -5.68 -2.64 1.01
139 F -4.63 -1.46 2.78
140 C 2.91 -0.34 -6.38
141 C 1.44 -0.18 -5.97
142 O 1.10 0.84 -5.36
143 O 0.64 -1.13 -6.23
144 H 3.30 0.31 -7.16
145 H 3.08 -1.35 -6.75
146 H 3.56 -0.38 -5.50
147 C 1.82 -5.47 2.65
148 C 1.59 -6.77 1.85
149 O 1.11 -7.72 2.50
150 O 1.75 -6.77 0.59
151 H 2.80 -5.01 2.49
152 H 1.93 -5.71 3.71
153 H 1.09 -4.69 2.41
154 C 5.55 -1.27 -1.36
155 C 5.59 -1.86 0.09
156 O 4.52 -2.16 0.68
157 O 6.74 -2.23 0.37
158 H 4.94 -0.35 -1.38
159 H 5.17 -2.04 -2.04
160 H 6.51 -0.91 -1.72

Its multiplicity is 1. The LUMO energy is -5.33 eV. Its total charge is +2. The HOMO energy is -8.63 eV. The value obtained for the total energy is -113096.6216 eV.

---

# 3
Entry from the OMol25 dataset: 6 unconnected molecules or ions with the total composition C46H96F6N4O6S2 (ωB97M-V with the def2-TZVPD basis set).

Atoms and positions in Å:
1 C -5.06 1.16 0.73
2 C -3.88 1.93 1.35
3 C -3.63 3.33 0.74
4 C -2.55 4.06 1.52
5 N -2.37 5.53 1.06
6 C -3.56 6.34 1.61
7 C -2.94 7.52 2.28
8 C -1.67 6.89 2.95
9 C -1.09 6.02 1.83
10 C -2.22 5.77 -0.54
11 C -1.07 5.05 -1.20
12 C -0.29 5.74 -2.29
13 H -5.95 1.78 0.69
14 H -5.25 0.19 1.19
15 H -4.79 0.84 -0.28
16 H -2.96 1.40 1.10
17 H -4.06 1.98 2.42
18 H -4.60 3.83 0.71
19 H -3.31 3.18 -0.29
20 H -1.66 3.49 1.25
21 H -2.70 4.04 2.60
22 H -4.16 6.64 0.75
23 H -4.24 5.74 2.22
24 H -2.56 8.15 1.47
25 H -3.50 8.21 2.92
26 H -1.02 7.71 3.23
27 H -1.97 6.30 3.82
28 H -0.52 6.73 1.25
29 H -0.47 5.19 2.17
30 H -2.15 6.86 -0.65
31 H -3.18 5.53 -1.00
32 H -1.40 4.11 -1.65
33 H -0.35 4.74 -0.44
34 H 0.31 4.97 -2.77
35 H 0.41 6.48 -1.91
36 H -1.01 6.24 -2.94
37 C 3.61 1.18 -5.98
38 C 3.38 -0.19 -5.34
39 C 2.03 -0.87 -5.59
40 C 0.87 -0.14 -4.81
41 N -0.53 -0.89 -4.79
42 C -1.64 -0.12 -4.03
43 C -2.20 -0.93 -2.78
44 C -1.79 -2.37 -3.20
45 C -0.36 -2.08 -3.86
46 C -0.99 -1.41 -6.16
47 C -1.17 -0.35 -7.27
48 C -1.44 -0.84 -8.66
49 H 3.56 1.03 -7.06
50 H 4.69 1.33 -5.99
51 H 2.92 1.99 -5.71
52 H 3.54 -0.22 -4.27
53 H 4.14 -0.84 -5.77
54 H 2.05 -1.94 -5.41
55 H 1.78 -0.76 -6.64
56 H 0.52 0.79 -5.26
57 H 1.12 0.09 -3.78
58 H -2.47 -0.06 -4.74
59 H -1.29 0.85 -3.69
60 H -3.26 -0.75 -2.58
61 H -1.69 -0.58 -1.88
62 H -2.37 -2.94 -3.92
63 H -1.76 -3.10 -2.40
64 H 0.08 -2.99 -4.27
65 H 0.37 -1.69 -3.14
66 H -1.90 -1.95 -5.89
67 H -0.26 -2.16 -6.47
68 H -0.41 0.43 -7.33
69 H -2.15 0.10 -7.06
70 H -1.24 -0.06 -9.38
71 H -2.44 -1.23 -8.87
72 H -0.58 -1.42 -8.99
73 C -2.95 -7.79 -2.97
74 C -1.84 -7.79 -2.03
75 C -2.02 -7.06 -0.65
76 C -0.69 -7.22 0.30
77 N -0.69 -6.42 1.65
78 C -2.16 -6.11 2.13
79 C -2.06 -6.04 3.60
80 C -1.02 -7.10 4.02
81 C -0.15 -7.37 2.74
82 C 0.14 -5.20 1.54
83 C -0.24 -4.13 0.50
84 C 0.89 -3.20 0.41
85 H -3.12 -6.76 -3.31
86 H -3.83 -8.33 -2.61
87 H -2.77 -8.46 -3.81
88 H -0.96 -7.40 -2.54
89 H -1.55 -8.81 -1.79
90 H -2.86 -7.45 -0.08
91 H -2.15 -5.99 -0.75
92 H 0.17 -6.82 -0.24
93 H -0.35 -8.24 0.49
94 H -2.43 -5.17 1.64
95 H -2.82 -6.93 1.87
96 H -1.85 -5.07 4.05
97 H -3.04 -6.31 4.00
98 H -0.43 -6.82 4.89
99 H -1.46 -8.01 4.41
100 H 0.87 -7.03 2.94
101 H -0.14 -8.44 2.51
102 H 1.10 -5.48 1.12
103 H 0.09 -4.80 2.56
104 H -1.09 -3.50 0.78
105 H -0.38 -4.54 -0.50
106 H 1.32 -3.05 1.40
107 H 0.64 -2.16 0.20
108 H 1.63 -3.49 -0.34
109 C 3.78 3.73 5.43
110 C 4.12 2.93 4.12
111 C 3.32 1.64 3.85
112 C 1.77 2.01 3.71
113 N 0.76 0.83 3.86
114 C 0.69 -0.09 2.60
115 C -0.77 -0.54 2.42
116 C -1.58 0.25 3.45
117 C -0.61 1.46 3.75
118 C 1.12 -0.04 5.07
119 C 1.08 0.58 6.46
120 C 0.99 -0.63 7.40
121 H 4.57 4.39 5.78
122 H 3.67 3.06 6.29
123 H 2.86 4.27 5.26
124 H 5.15 2.72 4.39
125 H 4.12 3.61 3.27
126 H 3.59 1.00 4.69
127 H 3.64 1.05 2.99
128 H 1.61 2.67 2.86
129 H 1.59 2.78 4.46
130 H 1.49 -0.83 2.54
131 H 0.87 0.56 1.75
132 H -1.00 -1.60 2.37
133 H -1.09 -0.41 1.38
134 H -1.52 -0.16 4.46
135 H -2.54 0.63 3.10
136 H -0.75 1.92 4.73
137 H -0.63 2.27 3.02
138 H 2.12 -0.41 4.86
139 H 0.44 -0.90 5.10
140 H 0.30 1.34 6.50
141 H 1.98 1.17 6.61
142 H 0.98 -0.30 8.44
143 H 1.97 -1.10 7.30
144 H 0.13 -1.30 7.33
145 C 2.82 2.47 -0.79
146 F 2.86 3.79 -0.97
147 F 3.44 1.98 -1.90
148 F 3.35 2.11 0.34
149 S 0.97 1.82 -0.68
150 O 0.33 2.18 -1.95
151 O 1.12 0.37 -0.72
152 O 0.37 2.40 0.51
153 C 7.45 1.83 -1.67
154 F 8.20 0.73 -1.74
155 F 6.32 1.56 -2.27
156 F 7.18 2.03 -0.33
157 S 8.42 3.30 -2.50
158 O 9.62 3.35 -1.72
159 O 8.68 2.91 -3.86
160 O 7.57 4.51 -2.45

Its multiplicity is 2. The LUMO energy (alpha / beta) is -5.69 / -8.95 eV. Its total charge is +3. The HOMO energy (alpha / beta) is -15.34 / -15.34 eV. The value obtained for the total energy is -105450.9010 eV.

---

Which formula does entry 2 have? C46H89F2N11O10S2